C7H10 | ωB97M-V/def2-TZVPD

Structure (ORCA input):
```
! wB97M-V def2-TZVPD RIJCOSX def2/J DEFGRID3
* xyz 0 1
C -1.335 0.916 -2.782
C -0.527 0.842 -1.701
C -0.510 -0.255 -0.689
C -1.439 -1.262 -0.550
C 0.686 -0.235 0.250
C 0.560 -0.366 1.579
C 1.714 0.060 2.564
H -1.033 1.469 -3.698
H -2.071 0.227 -3.093
H 0.114 1.698 -1.423
H -2.393 -1.046 -1.007
H -1.248 -2.055 0.086
H 1.688 0.026 -0.059
H -0.446 -0.413 2.145
H 2.159 0.969 2.417
H 1.375 0.091 3.585
H 2.704 -0.665 2.376
*
```

Values from the calculation:
* DFT total energy: -272.600112 Ha
* energy above the lowest of the compared OMol25 structures with the same formula, charge and spin: 3.208 eV
* structure (SMILES): C=CC(=C)/C=C/C
* HOMO-LUMO gap: 9.02 eV

And the Mulliken charges, in e, turn out to be: -0.83, -0.15, 0.63, -0.96, -0.50, -0.11, -1.15, 0.24, 0.30, 0.30, 0.23, 0.41, 0.39, 0.27, 0.38, 0.33, 0.23

C48H93AsClF3O13P3 | ωB97M-V/def2-TZVPD

Structure (ORCA input):
```
! wB97M-V def2-TZVPD RIJCOSX def2/J DEFGRID3
* xyz -1 1
C -2.409 -2.293 5.643
C -1.772 -0.818 5.312
P -2.623 0.065 3.860
C -3.094 1.746 4.716
As -1.298 0.531 2.023
C -2.103 -1.098 1.102
C -2.408 -2.397 1.968
O -3.843 -2.581 2.311
C -4.312 -3.870 1.915
C -4.889 -3.862 0.391
F -6.225 -4.402 0.423
F -4.085 -4.601 -0.512
F -5.047 -2.538 -0.123
C -0.463 2.163 2.895
C 0.228 2.085 4.298
C 1.862 2.208 4.301
Cl -0.253 3.692 5.176
C -0.140 0.960 0.419
C -0.344 2.184 -0.530
C -0.674 3.656 -0.070
O 0.976 2.334 -1.239
C 0.804 2.242 -2.659
C 0.052 3.461 -3.352
C -1.302 3.126 -4.068
C -2.196 4.161 -4.783
C -1.767 5.643 -4.797
C -0.404 6.010 -4.114
C 0.510 4.931 -3.405
P 0.461 -0.889 2.640
O 0.866 -1.724 1.353
P -3.158 1.709 1.229
C -4.813 0.994 1.915
O -3.423 1.506 -0.468
H -2.332 -2.483 6.764
H -1.739 -3.069 5.113
H -3.500 -2.357 5.267
H -2.031 -0.256 6.299
H -0.635 -0.821 5.315
H -2.429 1.915 5.620
H -4.157 1.564 5.140
H -3.186 2.604 3.986
H -1.490 -1.478 0.196
H -3.129 -0.845 0.622
H -1.832 -2.553 2.927
H -2.168 -3.326 1.313
H -5.242 -4.086 2.568
H -3.593 -4.733 2.104
H -1.283 2.979 2.901
H 0.359 2.613 2.210
H -0.022 1.275 5.035
H 2.223 2.963 5.088
H 2.299 2.382 3.266
H 2.237 1.177 4.672
H -0.050 0.063 -0.314
H 0.945 1.013 0.838
H -1.041 1.875 -1.406
H -1.205 4.219 -0.930
H 0.320 4.230 0.082
H -1.292 3.816 0.864
H 0.322 1.235 -2.958
H 1.866 2.203 -3.122
H -1.649 2.029 -4.075
H -3.163 3.797 -5.272
H -2.409 6.452 -5.295
H -0.129 7.123 -4.156
H 1.480 5.247 -2.900
H 1.666 -0.210 3.007
H 0.159 -1.902 3.593
H -5.624 1.244 1.120
H -4.812 -0.145 1.981
H -5.166 1.528 2.859
H -4.169 0.883 -0.630
C 6.042 4.607 5.606
C 5.457 3.219 5.622
O 4.714 2.837 4.740
C 5.827 2.323 6.775
H 5.689 5.138 4.720
H 5.722 5.156 6.494
H 7.133 4.550 5.570
H 5.497 2.771 7.715
H 6.908 2.165 6.790
H 5.333 1.356 6.655
C 4.021 -2.062 0.683
C 4.759 -1.255 1.716
O 4.163 -0.676 2.605
C 6.259 -1.191 1.607
H 2.946 -2.018 0.888
H 4.206 -1.650 -0.312
H 4.344 -3.106 0.727
H 6.544 -0.740 0.654
H 6.681 -2.193 1.691
H 6.656 -0.574 2.417
C 8.643 -3.723 -1.409
C 9.384 -2.915 -0.377
O 8.792 -2.336 0.515
C 10.883 -2.854 -0.492
H 7.571 -3.678 -1.203
H 8.826 -3.310 -2.404
H 8.964 -4.766 -1.367
H 11.162 -2.403 -1.447
H 11.304 -3.858 -0.409
H 11.284 -2.238 0.316
C -7.873 -5.121 -1.886
C -9.267 -5.193 -2.448
O -9.983 -6.158 -2.244
C -9.743 -4.026 -3.271
H -7.665 -6.028 -1.315
H -7.148 -5.045 -2.699
H -7.785 -4.261 -1.220
H -9.101 -3.903 -4.147
H -9.739 -3.117 -2.665
H -10.764 -4.215 -3.610
C -7.986 -0.768 -0.139
C -8.418 0.675 -0.149
O -7.707 1.550 0.306
C -9.764 0.992 -0.746
H -6.998 -0.846 0.319
H -8.691 -1.363 0.445
H -7.928 -1.146 -1.162
H -10.549 0.475 -0.189
H -9.786 0.692 -1.796
H -9.943 2.068 -0.685
C 4.606 7.994 -4.439
C 3.203 7.933 -4.983
O 2.481 6.980 -4.763
C 2.728 9.099 -5.810
H 4.810 7.089 -3.864
H 5.321 8.056 -5.261
H 4.711 8.859 -3.780
H 3.360 9.210 -6.694
H 2.750 10.013 -5.212
H 1.701 8.918 -6.135
C 9.653 -0.170 -5.716
C 9.355 -0.418 -4.261
O 10.234 -0.734 -3.480
C 7.927 -0.263 -3.809
H 10.719 -0.318 -5.897
H 9.091 -0.872 -6.336
H 9.393 0.858 -5.978
H 7.288 -0.969 -4.344
H 7.591 0.761 -3.986
H 7.861 -0.472 -2.739
C -9.149 -5.462 -7.101
C -8.031 -4.458 -7.212
O -7.999 -3.464 -6.508
C -6.953 -4.731 -8.227
H -9.851 -5.136 -6.331
H -9.680 -5.533 -8.052
H -8.746 -6.437 -6.818
H -7.387 -4.770 -9.228
H -6.453 -5.673 -7.994
H -6.215 -3.926 -8.197
C 3.945 -2.509 4.739
C 3.696 -3.428 5.904
O 3.156 -3.032 6.921
C 4.141 -4.861 5.763
H 3.575 -1.510 4.978
H 5.017 -2.445 4.539
H 3.417 -2.875 3.856
H 5.222 -4.901 5.608
H 3.621 -5.331 4.926
H 3.899 -5.407 6.677
*
```

Values from the calculation:
* DFT total energy: -6882.082570 Ha
* energy above the lowest of the compared OMol25 structures with the same formula, charge and spin: 4.987 eV
* HOMO-LUMO gap: 4.98 eV

Atom charges from the Mulliken analysis, given in e for atoms 1 to 99: -0.88, -0.33, 0.96, -1.35, 0.28, -0.44, -0.46, -0.21, -0.76, 1.05, -0.31, -0.28, -0.18, -1.20, 0.56, -0.72, -0.25, -1.41, 0.85, -1.43, -0.39, -0.68, 0.76, -0.33, -0.46, -0.44, -0.36, -0.25, 0.64, -0.84, 0.03, -0.31, -0.51, 0.42, 0.18, 0.14, 0.44, 0.24, 0.30, 0.34, 0.38, 0.30, -0.15, -0.43, 0.52, 0.26, 0.36, 0.55, 0.10, 0.01, 0.45, 0.21, -0.10, 0.13, 0.27, 0.25, 0.17, 0.33, 0.24, 0.31, 0.36, 0.19, 0.29, 0.29, 0.25, 0.33, -0.04, -0.16, 0.25, 0.09, 0.29, 0.24, -1.22, 0.88, -0.46, -1.06, 0.29, 0.34, 0.35, 0.32, 0.35, 0.22, -0.71, 0.82, -0.33, -1.21, -0.01, 0.39, 0.31, 0.31, 0.33, 0.23, -0.96, 0.85, -0.49, -1.08, 0.18, 0.21, 0.39

C4H10BBr2NO | ωB97M-V/def2-TZVPD

Structure (ORCA input):
```
! wB97M-V def2-TZVPD RIJCOSX def2/J DEFGRID3
* xyz 0 1
C 1.309 1.689 1.718
O 1.451 0.313 1.370
B 0.977 -0.667 0.640
C 1.919 -1.994 0.721
Br 3.588 -1.579 1.810
Br 0.861 -3.369 1.737
N -0.155 -0.620 -0.242
C -0.595 -1.661 -1.170
C -1.066 0.552 -0.218
H 1.157 2.471 0.867
H 2.257 1.933 2.236
H 0.634 1.688 2.610
H 2.185 -2.498 -0.258
H -1.666 -1.856 -0.847
H -0.675 -1.346 -2.250
H -0.168 -2.696 -1.170
H -0.756 1.147 0.603
H -0.889 1.154 -1.121
H -2.073 0.259 0.068
*
```

Values from the calculation:
* DFT total energy: -5461.308450 Ha
* energy above the lowest of the compared OMol25 structures with the same formula, charge and spin: 0.000 eV
* structure (SMILES): COB(C(Br)Br)N(C)C
* HOMO-LUMO gap: 9.79 eV

And the Mulliken charges, in e, turn out to be: -0.76, -0.44, 0.60, -0.31, -0.17, -0.15, 0.01, -0.94, -0.96, 0.27, 0.27, 0.33, 0.42, 0.30, 0.28, 0.31, 0.23, 0.33, 0.35